The following is a DFT calculation (wB97M-V/def2-TZVPD) of C39H49AsIN7O2PtS2 as an isolated structure at a distorted geometry.

Net charge: +2
Frontier orbital gap in Ha: 0.2309
Relative energy (zero: lowest compared OMol25 entry of this formula, charge and spin) in kcal/mol: 88.9
Strongest force on any atom in eV/A: 2.27
DFT total energy in eV: -149604.6795

XYZ file:
```
102
Properties=species:S:1:pos:R:3:forces:R:3
Pt 0.2404 0.1535 0.1930 -1.9 -1.2 -0.3
I 0.1434 1.7795 3.4559 0.1 0.1 0.2
As -2.3962 1.3984 -0.6737 1.2 0.1 -0.4
S -1.4852 -1.6221 0.0642 0.6 0.1 0.7
S 3.1608 -2.5717 -2.5713 0.0 -0.1 -0.1
O 1.4747 4.7753 0.3447 0.0 0.0 0.0
O 5.5417 3.7409 1.3585 0.1 0.0 0.0
N 3.2514 0.0156 -1.8548 0.0 -0.2 0.1
N 3.5788 4.8544 1.3528 0.1 -0.1 -0.1
N 1.6877 -1.4310 -0.8338 0.0 0.3 -0.6
N 0.0030 -3.1929 1.6305 0.1 -0.1 0.1
N 1.3116 -2.7550 -0.8577 0.0 0.1 0.2
N -2.1549 -2.8990 2.3320 -0.1 0.1 -0.1
N 2.1459 0.6861 1.0608 -0.5 0.6 0.0
C 2.6594 -1.1746 -1.6889 0.0 -0.1 0.1
C 2.6159 1.9372 0.9317 0.1 0.0 0.1
C 1.4161 2.5225 -4.5081 0.1 0.0 0.0
C -2.3050 1.1942 -3.5447 -0.1 0.0 0.1
C -2.6591 2.9652 0.3969 0.0 0.0 0.2
C 4.3377 3.7247 1.4652 -0.1 0.2 0.0
C -4.0663 4.6618 1.3569 0.0 0.0 0.0
C -2.7007 2.9991 -5.0802 0.0 0.0 0.0
C 0.9717 4.4779 -2.9852 0.1 0.0 0.0
C 3.1254 3.2247 -2.8042 0.0 0.0 0.1
C 4.1987 1.5572 2.6757 0.0 0.0 0.1
C -6.1816 -1.3399 -0.1379 0.0 0.0 0.0
C 1.6243 3.0946 -3.1004 -0.2 -0.1 0.1
C -2.8429 3.8765 -4.0166 0.1 0.0 0.0
C -3.4832 -2.2871 2.3658 0.0 -0.1 0.0
C 1.9626 -3.4730 -1.6991 0.0 0.0 -0.1
C 0.3685 -4.0503 2.7482 0.0 0.0 0.0
C 1.7231 -4.9350 -1.9342 0.1 0.0 0.3
C 3.6543 2.4043 1.7191 0.0 -0.1 -0.1
C -4.2386 -0.6949 -1.3996 -0.1 0.1 -0.1
C -2.4851 2.0708 -2.4751 0.1 -0.2 -0.2
C 2.6711 -0.1257 1.9820 0.1 -0.2 -0.1
C 0.5447 1.3795 -1.3191 0.6 0.5 0.2
C 3.6928 0.2769 2.8159 0.1 0.0 0.0
C -2.7272 3.4185 -2.7090 -0.2 0.0 0.0
C -0.6637 0.3999 2.0788 0.0 0.1 -0.1
C -1.5439 3.5577 0.9739 0.0 0.0 -0.1
C -2.4336 1.6549 -4.8440 0.1 0.0 0.0
C 2.1775 4.9891 1.5659 0.0 -0.1 0.0
C -1.1888 -2.6514 1.4576 -0.1 -0.1 -0.1
C -1.6919 4.7030 1.7446 0.0 0.0 0.0
C 1.0049 2.1736 -2.1113 0.0 0.2 -0.2
C -3.9244 3.5299 0.5693 0.0 0.0 0.0
C -2.9526 5.2436 1.9506 0.0 0.0 0.0
C -3.9717 0.3110 -0.4718 0.0 -0.2 0.3
C 1.9284 -5.7705 -0.6672 0.0 0.0 -0.1
C -5.3412 -1.5154 -1.2326 0.0 0.0 0.1
C -4.7851 0.4536 0.6505 -0.1 0.1 -0.1
C -5.9072 -0.3530 0.7971 0.0 0.0 0.0
H 1.8379 -6.8290 -0.9043 0.0 0.0 0.0
H 0.6571 5.2857 0.3487 0.0 0.0 0.0
H -0.0985 4.4181 -3.1684 -0.1 0.0 0.0
H 2.3930 -5.2822 -2.7199 0.0 0.0 0.0
H 4.0947 -0.4062 3.5506 0.0 0.0 0.0
H -2.8531 4.1095 -1.8863 0.0 0.0 0.0
H -7.0452 -1.9800 -0.0110 0.0 0.0 0.0
H 1.1428 4.8941 -1.9935 0.0 0.0 0.0
H 4.1055 5.6726 1.0831 0.0 0.0 0.0
H 0.7002 -5.0541 -2.2930 0.0 0.0 -0.1
H 3.9346 0.1193 -2.5850 0.0 0.0 0.0
H 1.8581 4.2565 2.3099 0.0 0.0 0.0
H 1.1804 -5.5230 0.0873 0.0 0.0 0.0
H -0.0605 -5.0508 2.6540 0.0 0.0 0.0
H -6.5621 -0.2128 1.6477 0.0 0.0 0.0
H 1.4502 -4.1457 2.7748 0.0 0.0 0.0
H 3.2976 3.5343 -1.7699 0.0 0.0 0.0
H -3.7137 -1.9951 3.3885 0.0 0.0 0.0
H -1.9867 -3.6221 3.0161 0.0 0.0 0.0
H 2.1458 2.5618 0.1799 0.0 0.0 0.1
H 1.4142 5.1491 -3.7246 0.0 0.0 0.0
H -1.6950 0.6907 1.9280 -0.1 0.0 0.1
H 2.2725 -1.1317 2.0268 -0.1 0.1 0.0
H 1.9830 5.9917 1.9454 0.0 0.0 0.0
H -2.0573 0.1546 -3.3663 0.0 0.0 0.0
H -5.0503 5.0838 1.5133 0.0 0.0 0.0
H 3.6524 2.2868 -2.9904 0.0 0.1 0.0
H -3.0391 4.9247 -4.2017 0.0 0.0 0.0
H -3.4980 -1.4166 1.7217 0.0 0.0 0.0
H -2.7758 3.3646 -6.0961 -0.1 0.0 0.0
H -3.0706 6.1195 2.5752 0.0 0.0 0.0
H 0.3585 2.5032 -4.7627 -0.1 0.0 0.0
H -0.5671 3.1173 0.8154 0.1 0.1 0.0
H 3.5603 3.9817 -3.4583 0.0 0.0 0.0
H 2.9200 -5.6030 -0.2444 0.0 0.0 0.0
H -0.8272 5.1632 2.2085 0.0 0.0 0.0
H -4.5680 1.2036 1.3992 0.0 0.0 0.0
H 1.9398 3.1432 -5.2380 0.0 0.0 0.0
H -3.5977 -0.8351 -2.2593 0.0 0.0 0.0
H -4.2386 -2.9906 2.0194 0.0 0.0 0.0
H 0.0459 -3.6120 3.6938 0.0 0.0 0.0
H 0.6159 -3.1375 0.8107 0.0 0.0 -0.1
H 1.8052 1.5042 -4.5767 0.0 0.0 0.0
H -5.5463 -2.2951 -1.9544 0.0 0.0 0.0
H -0.6169 -0.5664 2.5730 0.0 0.1 0.1
H -4.7903 3.1060 0.0774 0.0 0.0 0.0
H -2.3135 0.9715 -5.6746 0.0 0.0 0.0
H 5.0137 1.9066 3.2975 0.0 0.0 -0.1
H 2.7331 0.8386 -1.5761 0.0 0.0 -0.1
```
Positions in Å, forces in eV/Å.

Atomic partial charges in e from the Löwdin method, atoms 1 to 6: atom 1 (Pt): 0.98, atom 2 (I): 0.97, atom 3 (As): 1.38, atom 4 (S): 0.70, atom 5 (S): 1.18, atom 6 (O): -0.07



The following is a DFT calculation (wB97M-V/def2-TZVPD) of C4H8O as an isolated structure at a distorted geometry.

Frontier orbital gap in Ha: 0.3894
Relative energy (zero: lowest compared OMol25 entry of this formula, charge and spin) in kcal/mol: 47.2
Strongest force on any atom in eV/A: 3.97
DFT total energy in eV: -6323.1225

XYZ file:
```
13
Properties=species:S:1:pos:R:3:forces:R:3
O -1.8875 0.0807 -0.3912 0.5 0.6 -0.9
C -0.8467 0.9762 0.0028 0.2 2.1 -0.6
C 1.5448 -0.0497 -0.3139 0.5 -1.1 3.3
C -1.0557 -0.9785 -0.0423 1.9 -2.9 2.0
C 0.1823 -0.0536 0.4225 -1.6 -0.6 -0.6
H -1.4219 -1.4571 0.9235 0.1 0.0 -1.4
H 1.4838 -0.1035 -1.3542 -0.3 -0.5 -1.7
H -0.4772 1.6955 -0.7233 -0.1 -0.3 -1.1
H 0.1549 -0.0192 1.5236 1.0 -0.4 -0.4
H -0.8260 -1.7837 -0.8161 -0.5 1.2 0.7
H 2.2978 -0.8014 0.1240 -1.4 0.5 -0.9
H -1.2257 1.6449 0.7350 -0.3 0.4 1.3
H 2.0771 0.8493 -0.0904 0.1 1.1 0.1
```
Positions in Å, forces in eV/Å.

Atomic partial charges in e from the natural (NBO) method, atoms 1 to 6: atom 1 (O): -0.53, atom 2 (C): -0.06, atom 3 (C): -0.62, atom 4 (C): -0.05, atom 5 (C): -0.27, atom 6 (H): 0.16



The following is a DFT calculation (wB97M-V/def2-TZVPD) of C43H42Cl2F6MoN7O3PS2Te as an isolated structure.

2S+1: 2
Net charge: -1
Frontier orbital gap (spin up / spin down) in Ha: 0.2244 / 0.2292
Relative energy (zero: lowest compared OMol25 entry of this formula, charge and spin) in kcal/mol: 0.0
Strongest force on any atom in eV/A: 0.98
DFT total energy in eV: -143314.3666

XYZ file:
```
108
Properties=species:S:1:pos:R:3:forces:R:3
Te 0.4485 -0.9037 3.8819 0.1 0.5 -0.1
Mo -0.3476 0.0179 1.3752 0.4 0.6 0.7
Cl 3.3621 0.1144 1.5866 0.0 0.0 0.0
Cl 0.4169 -2.5423 -2.0401 -0.1 0.0 0.0
S -2.3712 -0.2054 2.8288 0.0 -0.4 -0.2
S -0.5686 3.1615 3.3527 -0.2 0.0 -0.1
P -1.7386 -4.7848 0.5168 -0.1 -0.2 0.0
F -2.0194 -5.7298 -0.7758 0.0 0.0 0.0
F -3.3504 -4.6168 0.7190 0.1 0.0 0.0
F -1.7413 -6.0766 1.4777 0.0 0.0 0.0
F -0.1439 -4.9392 0.2837 0.0 0.0 0.0
F -1.4852 -3.8135 1.7825 0.0 0.0 -0.1
F -1.7453 -3.4828 -0.4590 -0.1 -0.2 0.0
O -0.5996 2.3010 4.4958 -0.2 0.0 -0.1
O -1.7161 0.5000 -0.1844 0.2 -0.1 -0.1
O -1.6461 4.0912 3.1428 0.1 0.2 -0.1
N 0.7104 -1.1067 0.5821 -0.1 -0.1 0.0
N -2.9623 -0.0979 -2.0052 0.1 -0.1 -0.1
N 0.7922 1.5159 0.3125 0.0 -0.1 -0.1
N -3.9768 -1.0041 -2.3129 0.0 0.0 0.0
N -4.9018 0.1349 2.2033 0.0 0.0 0.0
N -3.4490 1.8773 1.5044 0.0 0.0 0.0
N -0.3159 2.2416 2.0343 0.2 -0.4 0.3
C -7.2806 0.1116 1.7828 0.0 0.0 0.0
C 1.8324 2.7648 -1.3958 0.0 0.0 0.0
C 2.3876 -1.8008 3.8851 0.0 -0.1 0.0
C -1.5286 1.6587 -2.8515 0.0 0.0 0.0
C 1.8592 -2.4053 -1.1096 0.1 0.0 0.0
C -4.4901 2.4969 0.9648 0.0 0.0 0.0
C 4.9027 -3.0636 4.0283 0.0 0.0 0.0
C 3.4609 -1.1736 4.5412 0.0 -0.1 0.0
C 0.3993 2.6276 0.9633 -0.3 0.1 -0.3
C 3.3909 0.2042 5.1446 0.0 0.0 0.0
C -3.6779 2.7589 -4.2300 0.0 0.0 0.0
C -2.7831 1.0658 -2.7868 -0.1 0.0 0.0
C 2.0832 6.2072 3.5071 0.0 0.0 0.0
C 4.5576 6.3416 3.9337 0.0 0.0 0.0
C 1.4067 3.9361 -0.7576 0.0 0.0 0.0
C 4.6927 -1.8176 4.6028 0.0 0.0 0.0
C 0.9034 5.4951 3.3572 0.0 0.0 0.0
C 2.9991 -3.0432 -1.5613 0.0 0.0 0.0
C -1.3645 2.8151 -3.5963 0.0 0.0 0.0
C -3.3029 -1.3731 -0.1922 0.1 0.1 0.0
C -4.1027 -1.8095 -1.1867 -0.1 0.0 0.0
C -3.6921 0.7047 2.0875 0.1 0.0 0.1
C 4.2126 -2.8160 -0.9313 0.0 0.0 0.0
C 1.8747 -1.5734 0.0248 0.0 0.0 0.0
C 0.9232 4.1170 3.4895 0.0 0.0 0.1
C 6.2506 -3.7297 4.1063 0.0 0.0 0.0
C -5.7720 1.9818 1.0008 0.0 0.0 0.0
C 2.0995 3.4494 3.7875 0.0 0.0 -0.1
C 2.5752 -3.0754 3.3292 -0.1 0.0 -0.1
C -3.8630 1.6140 -3.4702 0.0 0.0 0.0
C 3.2747 4.1701 3.9240 0.0 0.0 0.0
C -4.9688 -3.0139 -1.2112 0.0 0.0 0.0
C -2.4318 3.3657 -4.2918 0.0 0.0 0.0
C -5.9354 0.7682 1.6635 0.0 0.0 0.0
C 0.6732 3.8903 0.4035 0.1 0.0 0.1
C 1.4633 -3.8129 2.6443 0.0 0.0 0.0
C 3.2832 5.5557 3.7837 0.0 0.0 0.0
C 3.8315 -3.6757 3.3998 0.0 0.0 0.0
C 4.2940 -1.8750 0.0792 0.0 0.0 0.0
C -3.7723 -1.6826 -3.5948 0.0 0.0 0.0
C -2.5541 -0.2785 -0.7118 -0.2 0.0 0.1
C 1.4669 1.5629 -0.8353 0.0 0.1 0.0
C 3.1503 -1.2277 0.5163 0.0 0.0 0.0
H 1.7130 0.6103 -1.2880 0.0 0.0 0.0
H -4.6213 -2.3383 -3.7689 0.0 0.0 0.0
H 6.2369 -4.7023 3.6141 0.0 0.0 0.0
H 4.0000 0.2522 6.0496 0.0 0.0 0.0
H -4.5184 3.1847 -4.7631 0.0 0.0 0.0
H -2.8503 -2.2703 -3.5823 0.0 0.0 0.0
H -5.9406 -2.7976 -1.6581 0.0 0.0 0.0
H 4.8272 6.8332 2.9969 0.0 0.0 0.0
H 1.1517 -3.3166 1.7271 0.0 0.0 0.0
H -2.2941 4.2653 -4.8775 0.0 0.0 0.0
H 6.5563 -3.8822 5.1438 0.0 0.0 0.0
H 0.5667 -3.8607 3.2614 0.0 0.0 0.0
H 5.2410 -1.6115 0.5294 0.0 0.0 0.0
H -0.7011 1.2187 -2.3161 0.0 0.0 0.0
H -4.2842 3.4510 0.4877 0.0 0.0 0.0
H -4.8363 1.1497 -3.3851 0.0 0.0 0.0
H 5.3861 5.6967 4.2243 0.0 0.0 0.0
H 7.0217 -3.1216 3.6272 0.0 0.0 0.0
H -7.9908 0.7690 2.2875 0.0 0.0 0.0
H 1.6324 4.9002 -1.1979 0.0 0.0 0.0
H 3.8032 0.9343 4.4400 0.0 0.0 0.0
H -0.3878 3.2810 -3.6314 0.0 0.0 0.0
H 2.9203 -3.7065 -2.4111 0.0 0.0 0.0
H 3.9645 -4.6567 2.9544 0.0 0.0 0.0
H -4.4831 -3.8164 -1.7712 0.0 0.0 0.0
H -7.6862 -0.1128 0.7938 0.0 0.0 0.0
H -3.1849 -1.8033 0.7872 0.0 0.0 0.0
H 2.4080 2.7897 -2.3096 0.0 0.0 0.0
H 2.0807 2.3732 3.9087 0.0 0.0 0.0
H 2.3767 0.5150 5.3843 0.0 0.0 0.0
H 1.7645 -4.8271 2.3835 0.0 0.0 0.0
H -5.0954 -3.3795 -0.1961 0.0 0.0 0.0
H -7.1862 -0.8138 2.3457 0.0 0.0 0.0
H 5.5160 -1.3202 5.1094 0.0 0.0 0.0
H 2.0736 7.2871 3.4081 0.0 0.0 0.0
H 4.4518 7.1193 4.6921 0.0 0.0 0.0
H -6.6074 2.5028 0.5521 0.0 0.0 0.0
H -3.7310 -0.9432 -4.3914 0.0 0.0 0.0
H 5.1027 -3.3334 -1.2633 0.0 0.0 0.0
H 0.2901 4.7897 0.8583 0.0 0.0 0.1
H -0.0354 5.9907 3.1451 0.0 0.0 0.0
H 4.1982 3.6490 4.1495 0.0 0.0 0.0
```
Positions in Å, forces in eV/Å.

Atomic partial charges in e from the Löwdin method, atoms 1 to 6: atom 1 (Te): 0.99, atom 2 (Mo): 1.26, atom 3 (Cl): 0.78, atom 4 (Cl): 0.76, atom 5 (S): 0.47, atom 6 (S): 0.57



> Which value of strongest force on any atom does entry 3 give?

0.98 eV/A



> The lowest DFT total energy belongs to which entry?

C39H49AsIN7O2PtS2



> What is the DFT total energy in the third record?

-143314.3666 eV